# 1
Density functional theory data (wB97M-V/def2-TZVPD) for 11 unconnected molecules or ions with the total composition C38H105N7O16 at a distorted geometry.

The HOMO-LUMO gap (alpha / beta) comes out at 7.44 / 2.00 eV. Its multiplicity is 2. The calculation puts the HOMO energy (alpha / beta) at -10.0 / -10.0 eV. The energy relative to the best compared isomer or geometry (same formula, charge and spin) comes out at 0.0000 eV. As for the total charge: +1.

Each line ends with the Mulliken charge.
Atoms and positions in Å:
C  -0.861  -0.858  2.214  -0.220
C  0.081  0.270  1.647  0.212
C  0.100  0.337  0.069  0.602
O  -0.994  1.065  -0.473  0.059
C  -1.076  1.067  -1.907  -1.099
N  -0.199  1.626  2.216  -0.539
H  -0.896  -0.841  3.303  0.339
H  -0.565  -1.870  1.941  -0.281
H  -1.815  -0.686  1.715  -0.108
H  1.056  0.054  2.084  -0.086
H  0.177  -0.680  -0.317  -0.300
H  0.997  0.878  -0.231  -0.047
H  -1.284  0.078  -2.317  0.159
H  -0.220  1.409  -2.489  0.466
H  -2.003  1.586  -2.152  0.418
H  -0.612  2.241  1.530  0.073
H  -0.889  1.560  2.949  0.289
C  -8.092  -0.219  3.709  -1.614
C  -6.603  -0.436  3.746  0.402
C  -6.300  -1.860  4.302  -0.603
O  -5.006  -2.012  4.917  -0.458
C  -3.849  -1.834  4.079  -0.119
N  -6.053  -0.152  2.384  -0.417
H  -8.525  -0.851  2.933  0.371
H  -8.317  0.772  3.316  0.388
H  -8.623  -0.295  4.658  0.427
H  -6.092  0.215  4.455  0.336
H  -6.249  -2.544  3.454  0.202
H  -7.066  -2.221  4.988  0.382
H  -3.444  -0.822  4.104  0.192
H  -4.135  -2.139  3.073  -0.129
H  -3.085  -2.549  4.381  0.316
H  -5.055  -0.138  2.234  0.160
H  -6.469  -0.807  1.736  0.199
C  2.530  0.226  6.911  -1.177
C  2.455  1.315  5.839  0.555
C  3.020  1.157  4.457  -0.670
O  4.439  1.000  4.781  -0.437
C  5.308  0.086  4.062  -0.410
N  1.041  1.503  5.649  -0.748
H  3.584  -0.031  7.024  0.346
H  1.972  -0.638  6.552  0.241
H  2.131  0.547  7.873  0.308
H  2.874  2.296  6.065  0.209
H  2.830  2.009  3.805  0.401
H  2.626  0.279  3.944  0.359
H  5.014  0.221  3.021  0.041
H  5.219  -0.897  4.524  0.258
H  6.320  0.491  4.036  0.265
H  1.007  1.644  4.650  0.169
H  0.556  0.621  5.732  0.331
C  -5.365  -3.719  -1.795  -1.984
C  -4.047  -3.071  -1.594  0.918
C  -3.814  -2.484  -0.182  -0.508
O  -4.635  -1.378  0.215  -0.022
C  -4.460  -0.075  -0.410  -0.985
N  -3.107  -4.115  -1.956  -0.477
H  -5.529  -3.976  -2.841  0.466
H  -6.134  -3.038  -1.430  0.397
H  -5.498  -4.630  -1.211  0.440
H  -3.884  -2.287  -2.333  0.081
H  -2.783  -2.135  -0.110  0.018
H  -3.825  -3.259  0.584  0.141
H  -5.066  0.687  0.081  0.436
H  -4.856  -0.084  -1.426  0.362
H  -3.444  0.318  -0.417  0.187
H  -3.664  -4.944  -2.108  0.302
H  -2.784  -3.772  -2.849  0.212
C  -0.208  -2.823  -3.111  -0.767
C  0.569  -3.400  -4.290  0.579
C  1.347  -2.269  -5.135  -0.948
O  0.437  -1.597  -6.038  -0.146
C  0.410  -1.978  -7.361  -0.700
N  1.544  -4.459  -3.885  -0.765
H  0.430  -2.154  -2.534  -0.385
H  -0.452  -3.638  -2.430  0.196
H  -1.182  -2.429  -3.399  0.459
H  -0.089  -3.898  -5.002  0.561
H  2.270  -2.537  -5.650  0.618
H  1.568  -1.372  -4.556  -0.115
H  -0.064  -2.958  -7.420  0.319
H  1.308  -1.976  -7.979  0.322
H  -0.182  -1.208  -7.854  0.128
H  1.899  -4.703  -4.799  0.317
H  0.945  -5.228  -3.621  0.230
C  6.028  3.908  -0.102  -1.506
C  5.768  2.835  -1.151  0.044
C  4.861  1.657  -0.921  -0.162
O  4.783  0.757  -2.036  -0.508
C  3.525  0.672  -2.713  -0.041
N  5.321  3.697  -2.259  -0.266
H  5.118  4.341  0.314  0.242
H  6.878  4.527  -0.389  0.413
H  6.552  3.452  0.738  0.459
H  6.743  2.401  -1.376  0.445
H  3.907  2.040  -0.559  0.038
H  5.203  1.056  -0.078  0.341
H  3.065  1.657  -2.794  0.106
H  2.828  0.070  -2.129  -0.151
H  3.469  0.043  -3.602  0.366
H  5.753  3.314  -3.088  0.285
H  4.328  3.589  -2.412  -0.103
C  -1.031  -1.327  7.533  -0.425
C  -1.013  -2.730  8.071  -0.366
O  -1.251  -3.798  7.072  -0.563
O  -0.546  -1.386  6.192  -0.350
H  -0.382  -0.706  8.150  0.234
H  -2.003  -0.878  7.739  0.313
H  -1.839  -2.700  8.782  0.281
H  -0.049  -2.958  8.527  0.356
H  -1.094  -4.680  7.417  0.281
H  -0.538  -2.325  5.993  0.230
C  3.446  -2.825  -1.571  -0.388
C  3.784  -2.176  -0.182  0.035
O  5.075  -1.573  -0.240  -0.612
O  2.381  -3.632  -1.408  -0.422
H  4.231  -3.547  -1.797  0.323
H  3.408  -2.092  -2.376  0.170
H  3.859  -2.946  0.586  0.501
H  2.961  -1.484  -0.001  -0.111
H  5.107  -1.236  -1.138  0.289
H  2.077  -3.893  -2.280  0.227
C  -2.725  0.830  -5.656  -0.534
C  -2.267  1.862  -6.732  -0.483
O  -1.612  1.310  -7.787  -0.528
O  -1.673  0.362  -4.902  -0.044
H  -3.205  -0.065  -6.051  0.325
H  -3.548  1.290  -5.108  0.398
H  -1.728  2.739  -6.374  0.194
H  -3.173  2.287  -7.163  0.417
H  -1.032  0.604  -7.490  0.267
H  -1.094  -0.024  -5.563  -0.002
C  -1.192  -5.088  1.116  -0.066
C  0.093  -4.289  0.936  0.280
O  1.211  -5.118  0.669  -0.683
O  -1.542  -5.624  -0.161  -0.614
H  -1.976  -4.429  1.490  -0.114
H  -1.051  -5.903  1.825  0.373
H  0.265  -3.877  1.930  0.280
H  -0.009  -3.518  0.172  -0.182
H  1.739  -4.733  -0.034  0.536
H  -2.237  -5.068  -0.519  0.288
C  -1.244  4.338  -0.275  -0.686
O  -1.264  5.731  -0.590  -0.431
C  -0.325  6.487  0.203  -0.768
C  1.122  6.165  -0.173  -0.672
N  1.445  6.320  -1.523  0.163
C  2.936  6.289  -1.624  -0.435
C  3.364  6.355  -3.057  -0.865
O  3.124  5.022  -3.587  -0.188
C  3.591  4.729  -4.944  -0.838
H  -1.471  4.031  0.746  0.508
H  -0.324  3.815  -0.538  0.295
H  -2.013  4.094  -1.007  0.130
H  -0.519  6.264  1.253  0.417
H  -0.381  7.567  0.070  0.383
H  1.413  5.156  0.118  0.467
H  1.800  6.721  0.474  0.536
H  1.086  5.548  -2.066  0.386
H  3.354  5.369  -1.215  0.306
H  3.410  7.038  -0.990  0.452
H  4.434  6.560  -3.086  0.435
H  2.893  7.076  -3.725  0.478
H  3.438  5.615  -5.560  0.405
H  2.931  4.061  -5.498  0.251
H  4.623  4.390  -4.854  0.262

=====

# 2
Density functional theory data (wB97M-V/def2-TZVPD) for 11 unconnected molecules or ions with the total composition C38H106N8O14 at a distorted geometry.

The SMILES is COC[C@H](C)N.COC[C@H](C)N.COC[C@H](C)N.COC[C@H](C)N.COC[C@H](C)N.COC[C@H](C)N.COC[C@H](C)N.COC[C@H](C)N.OCCO.OCCO.OCCO. The HOMO-LUMO gap comes out at 9.43 eV. Its multiplicity is 1. The calculation puts the HOMO energy at -8.9 eV. The energy relative to the best compared isomer or geometry (same formula, charge and spin) comes out at 9.8743 eV. As for the total charge: 0.

Each line ends with the Mulliken charge.
Atoms and positions in Å:
C  -7.512  -13.483  -26.753  -1.745
C  -8.434  -12.326  -26.289  1.611
C  -9.824  -12.779  -25.957  -0.914
O  -10.426  -13.012  -27.216  -0.319
C  -11.706  -13.696  -27.091  -0.878
N  -7.862  -11.668  -25.133  -0.698
H  -6.493  -13.183  -26.996  0.455
H  -7.843  -13.902  -27.703  0.408
H  -7.309  -14.275  -26.032  0.357
H  -8.468  -11.529  -27.031  -0.479
H  -10.333  -11.954  -25.459  0.325
H  -9.794  -13.598  -25.238  0.510
H  -12.206  -13.853  -28.047  0.248
H  -12.347  -12.987  -26.568  0.344
H  -11.470  -14.647  -26.611  0.330
H  -6.883  -11.720  -25.375  0.158
H  -8.028  -10.682  -25.277  0.204
C  -2.013  -6.764  -24.276  -1.522
C  -1.324  -7.669  -25.286  0.314
C  -2.163  -8.794  -25.896  0.134
O  -2.614  -9.641  -24.861  -0.301
C  -2.901  -11.020  -25.265  -0.947
N  -0.836  -6.729  -26.335  -0.849
H  -2.892  -6.298  -24.721  0.172
H  -1.463  -5.891  -23.922  0.521
H  -2.419  -7.269  -23.400  0.571
H  -0.535  -8.155  -24.711  0.378
H  -1.455  -9.303  -26.550  0.453
H  -2.969  -8.308  -26.446  -0.361
H  -3.453  -11.546  -24.486  0.325
H  -2.065  -11.684  -25.485  0.389
H  -3.497  -11.048  -26.177  0.302
H  -0.624  -5.890  -25.815  0.366
H  -1.705  -6.452  -26.768  0.142
C  -5.894  -3.102  -26.199  -1.518
C  -4.620  -3.976  -26.233  1.626
C  -4.003  -4.264  -27.629  -1.365
O  -3.399  -5.585  -27.626  0.206
C  -2.653  -5.862  -28.744  -1.171
N  -3.641  -3.339  -25.405  -0.415
H  -6.783  -3.670  -26.471  0.291
H  -5.867  -2.214  -26.830  0.431
H  -6.192  -2.681  -25.238  0.119
H  -4.899  -4.894  -25.716  -0.640
H  -3.286  -3.505  -27.940  0.336
H  -4.753  -4.348  -28.415  0.524
H  -1.700  -5.337  -28.675  0.423
H  -3.177  -5.626  -29.670  0.383
H  -2.350  -6.895  -28.916  0.288
H  -3.472  -2.484  -25.916  0.381
H  -2.784  -3.864  -25.498  0.098
C  -11.182  -5.437  -26.333  -1.738
C  -10.671  -6.498  -27.341  1.653
C  -11.374  -7.854  -27.272  -0.819
O  -10.567  -8.707  -28.077  -0.430
C  -11.217  -10.010  -28.221  -1.144
N  -10.928  -5.897  -28.622  -0.788
H  -10.490  -4.594  -26.329  0.358
H  -11.162  -5.966  -25.380  0.271
H  -12.174  -5.044  -26.553  0.563
H  -9.589  -6.508  -27.209  -0.439
H  -12.404  -7.729  -27.604  0.302
H  -11.354  -8.235  -26.251  0.406
H  -10.609  -10.751  -28.740  0.319
H  -12.063  -9.926  -28.904  0.393
H  -11.473  -10.539  -27.303  0.394
H  -10.796  -6.540  -29.389  0.269
H  -11.904  -5.644  -28.683  0.278
C  -11.413  -2.570  -19.373  -1.283
C  -10.322  -1.462  -19.546  0.457
C  -10.015  -0.588  -18.277  -0.753
O  -11.221  0.004  -17.599  -0.323
C  -10.826  0.707  -16.458  -0.724
N  -9.058  -2.122  -19.926  -0.495
H  -11.279  -3.146  -18.458  0.260
H  -11.517  -3.337  -20.141  0.238
H  -12.374  -2.060  -19.316  0.429
H  -10.628  -0.789  -20.347  0.358
H  -9.340  0.194  -18.626  0.383
H  -9.436  -1.209  -17.594  0.320
H  -10.203  1.569  -16.696  0.294
H  -10.370  0.109  -15.668  0.293
H  -11.807  1.022  -16.103  0.253
H  -8.859  -2.725  -19.140  0.162
H  -9.222  -2.756  -20.694  0.094
C  -7.921  -6.081  -24.457  -0.502
C  -7.828  -6.460  -22.943  -0.037
C  -6.549  -7.282  -22.723  -0.279
O  -6.416  -8.468  -23.502  -0.388
C  -5.212  -9.149  -23.386  -0.285
N  -7.759  -5.249  -22.175  0.604
H  -8.533  -6.811  -24.988  0.252
H  -6.958  -6.100  -24.966  -0.428
H  -8.426  -5.127  -24.611  -0.057
H  -8.599  -7.076  -22.482  0.996
H  -6.570  -7.570  -21.672  0.264
H  -5.626  -6.737  -22.921  0.415
H  -4.961  -9.202  -22.327  0.259
H  -4.409  -8.500  -23.735  0.164
H  -5.278  -10.103  -23.909  -0.088
H  -8.625  -4.741  -22.286  -0.256
H  -7.075  -4.621  -22.574  -0.661
C  -5.690  -7.922  -27.422  -0.796
C  -6.877  -8.501  -28.189  0.655
C  -6.433  -9.599  -29.118  -1.101
O  -5.568  -9.141  -30.172  -0.382
C  -5.312  -10.188  -31.142  -0.785
N  -7.873  -9.050  -27.306  0.710
H  -5.934  -6.994  -26.905  -0.181
H  -5.017  -7.608  -28.220  0.271
H  -5.358  -8.706  -26.740  0.170
H  -7.295  -7.712  -28.815  0.305
H  -7.249  -10.128  -29.610  0.616
H  -6.044  -10.409  -28.501  0.309
H  -6.237  -10.661  -31.473  0.325
H  -4.623  -10.932  -30.742  0.291
H  -4.872  -9.684  -32.003  0.255
H  -8.096  -8.459  -26.518  -0.569
H  -8.722  -9.164  -27.841  0.192
C  -7.731  -8.265  -16.055  -1.457
C  -6.302  -8.813  -16.000  0.566
C  -5.363  -7.857  -16.749  -0.938
O  -5.780  -7.686  -18.114  -0.150
C  -4.797  -7.142  -18.951  -0.356
N  -5.955  -8.641  -14.568  -0.744
H  -7.963  -7.299  -15.607  0.223
H  -8.388  -9.037  -15.654  0.429
H  -8.190  -8.178  -17.040  0.351
H  -6.170  -9.864  -16.257  0.388
H  -4.305  -8.078  -16.606  0.423
H  -5.464  -6.849  -16.344  0.337
H  -3.977  -7.833  -19.146  0.416
H  -4.362  -6.282  -18.441  0.402
H  -5.226  -6.905  -19.924  -0.347
H  -5.780  -7.691  -14.273  0.269
H  -5.097  -9.157  -14.435  0.270
C  -9.218  -5.675  -19.282  0.468
C  -7.960  -5.318  -18.435  0.979
O  -8.207  -4.057  -17.761  -0.587
O  -8.910  -6.861  -20.017  -0.669
H  -9.460  -4.933  -20.043  -0.599
H  -10.133  -5.823  -18.708  0.499
H  -7.072  -5.205  -19.057  -0.170
H  -7.791  -6.122  -17.720  -0.597
H  -8.707  -4.161  -16.948  0.303
H  -8.302  -6.608  -20.716  0.221
C  -4.129  -3.601  -22.090  -0.279
C  -4.172  -2.059  -21.919  -0.693
O  -3.799  -1.336  -23.120  -0.602
O  -5.056  -4.124  -23.047  0.419
H  -4.212  -4.066  -21.108  0.423
H  -3.113  -3.828  -22.414  0.125
H  -3.575  -1.663  -21.097  0.438
H  -5.211  -1.822  -21.690  0.182
H  -4.459  -1.411  -23.813  0.308
H  -4.689  -3.999  -23.926  -0.247
C  -9.971  -2.560  -23.156  -0.652
C  -8.567  -2.194  -23.393  1.303
O  -8.358  -0.894  -23.999  -0.624
O  -10.170  -3.844  -22.455  -0.741
H  -10.343  -2.574  -24.180  0.461
H  -10.481  -1.741  -22.648  0.276
H  -8.084  -2.986  -23.965  -0.708
H  -7.993  -2.241  -22.468  0.013
H  -8.472  -0.208  -23.338  0.361
H  -11.076  -4.120  -22.303  0.234